Record 1
{
  "formula": "C19H24N2O5S",
  "method": "the ωB97M-V functional and the def2-TZVPD basis",
  "elements": ["C", "H", "C", "C", "N", "C", "O", "C", "C", "C", "C", "C", "C", "N", "S", "O", "O", "C", "C", "C", "C", "C", "C", "H", "O", "C", "H", "H", "H", "O", "C", "H", "H", "H", "H", "H", "H", "H", "H", "H", "H", "H", "C", "H", "H", "H", "H", "H", "H", "H", "H"],
  "coordinates": [[-5.2083, -1.0968, 1.2368], [-4.7889, -2.0779, 1.4470], [-4.1796, -0.2163, 0.5376], [-3.6165, -0.8545, -0.7398], [-2.4751, -0.0807, -1.1959], [-1.2201, -0.5841, -1.2872], [-0.9493, -1.7429, -1.0374], [-0.1893, 0.4160, -1.6965], [0.6915, 0.0843, -2.7192], [1.6973, 0.9526, -3.0981], [1.8394, 2.1647, -2.4390], [0.9865, 2.5013, -1.4053], [-0.0334, 1.6349, -1.0207], [-0.8205, 2.0006, 0.0773], [-0.0144, 2.0497, 1.5790], [0.9646, 3.0902, 1.5396], [-1.0659, 2.1148, 2.5485], [0.7460, 0.4454, 1.5470], [0.0003, -0.6562, 1.8904], [0.4841, -1.9197, 1.5846], [1.6894, -2.0683, 0.9138], [2.4655, -0.9225, 0.5991], [1.9752, 0.3310, 0.9164], [2.5049, 1.2377, 0.6794], [3.6390, -1.1606, -0.0326], [4.4126, -0.0541, -0.4335], [5.2853, -0.4745, -0.9304], [4.7357, 0.5425, 0.4253], [3.8631, 0.5837, -1.1334], [2.2082, -3.2476, 0.5120], [1.3744, -4.3848, 0.5491], [1.9277, -5.1696, 0.0361], [1.1706, -4.7014, 1.5771], [0.4332, -4.1934, 0.0263], [-0.1071, -2.7827, 1.8393], [-0.9482, -0.5225, 2.3852], [-1.6354, 1.4166, 0.2133], [1.1032, 3.4227, -0.8584], [2.6235, 2.8491, -2.7274], [2.3707, 0.6838, -3.8977], [0.5753, -0.8721, -3.2063], [-2.6624, 0.8445, -1.5520], [-4.6535, -0.9520, -1.8546], [-5.4638, -1.6131, -1.5638], [-4.1939, -1.3501, -2.7562], [-5.0669, 0.0303, -2.0767], [-3.2227, -1.8504, -0.5104], [-4.6305, 0.7480, 0.2897], [-3.3511, -0.0279, 1.2255], [-6.0979, -1.2241, 0.6259], [-5.5062, -0.6419, 2.1780]],
  "forces_ev_per_angstrom": [[0.096, 0.223, -0.081], [0.009, -0.135, 0.048], [0.021, -0.350, -0.059], [-0.160, 0.001, 0.141], [-0.279, 0.125, 0.034], [-0.018, 0.073, -0.051], [0.071, -0.212, -0.172], [0.222, 0.194, 0.109], [-0.081, 0.009, 0.036], [0.015, -0.034, -0.031], [-0.004, -0.011, 0.046], [-0.056, -0.002, -0.120], [0.385, -0.120, -0.811], [-0.050, 0.432, 1.094], [-0.436, -0.216, -0.154], [0.254, -0.224, -0.218], [-0.065, -0.328, -0.061], [-0.249, 0.568, 0.203], [-0.033, 0.031, 0.143], [0.227, -0.048, -0.026], [0.085, 0.181, 0.008], [-0.121, -0.104, 0.034], [0.405, -0.142, -0.067], [0.195, 0.022, -0.105], [-0.244, -0.264, 0.130], [0.116, 0.185, -0.067], [-0.038, 0.083, 0.028], [-0.015, -0.011, -0.015], [0.013, -0.031, 0.046], [0.154, 0.328, -0.002], [-0.153, -0.192, 0.011], [-0.072, 0.024, 0.054], [0.003, 0.026, -0.039], [0.019, -0.007, 0.022], [-0.040, -0.119, -0.012], [-0.157, -0.060, 0.055], [-0.075, -0.057, 0.040], [0.015, 0.125, -0.020], [0.061, 0.067, -0.021], [0.049, -0.022, -0.081], [0.000, -0.107, -0.034], [0.122, -0.023, -0.099], [0.227, -0.142, 0.170], [-0.149, -0.038, -0.006], [-0.002, -0.035, -0.082], [-0.082, 0.117, -0.043], [-0.066, 0.152, -0.014], [0.054, 0.105, -0.008], [0.034, 0.057, -0.024], [-0.125, -0.061, -0.015], [-0.084, -0.030, 0.090]],
  "charge": 0,
  "homo_ha": -0.3055,
  "fmax_ev_per_a": 1.18,
  "e_lumo_ha": 0.02359,
  "de_lowest_kcal_mol": 58.2,
  "total_energy_ha": -1622.30696,
  "homo_lumo_gap_ev": 8.95
}

=====

Record 2
{
  "formula": "C19H24N2O5S",
  "method": "the ωB97M-V functional and the def2-TZVPD basis",
  "elements": ["C", "C", "H", "H", "O", "C", "C", "C", "C", "C", "C", "H", "H", "S", "O", "O", "N", "C", "H", "C", "C", "O", "N", "H", "C", "C", "C", "C", "C", "O", "H", "H", "H", "H", "H", "H", "C", "C", "C", "H", "H", "H", "H", "H", "H", "H", "H", "H", "H", "H", "H"],
  "coordinates": [[2.3902, 4.0790, 2.7025], [2.4568, 2.7806, 1.9144], [3.4942, 2.5537, 1.6330], [2.0666, 1.9537, 2.5214], [1.6700, 2.9508, 0.7489], [1.5352, 1.9230, -0.1212], [0.8413, 2.2154, -1.3013], [0.6373, 1.2403, -2.2535], [1.1137, -0.0384, -2.0282], [1.8118, -0.3398, -0.8775], [2.0309, 0.6359, 0.0808], [2.5898, 0.3887, 0.9691], [2.2083, -1.3347, -0.7480], [0.8778, -1.3097, -3.2648], [0.4197, -0.7009, -4.4766], [2.0728, -2.1076, -3.2899], [-0.3265, -2.3187, -2.7372], [-1.7129, -1.9976, -2.9275], [-2.1970, -2.8219, -3.4680], [-2.4618, -1.7661, -1.5987], [-2.1361, -0.3706, -1.0652], [-1.9676, 0.5686, -1.8142], [-2.0986, -0.2230, 0.2782], [-2.3091, -0.9911, 0.8925], [-1.8554, 1.0601, 0.8965], [-1.0111, 0.9166, 2.1172], [-0.1301, -0.0489, 2.5087], [0.3504, 0.3473, 3.7830], [-0.2749, 1.5197, 4.0680], [-1.1033, 1.8683, 3.0677], [-0.2196, 2.1773, 4.9122], [1.0590, -0.1736, 4.3938], [0.1532, -0.9248, 1.9625], [-1.3637, 1.6868, 0.1426], [-2.7994, 1.5483, 1.1760], [-3.5339, -1.7388, -1.8314], [-2.1796, -2.9372, -0.6541], [-0.6749, -3.1009, -0.4482], [-0.0302, -3.3736, -1.8076], [-0.4138, -4.3219, -2.2085], [1.0552, -3.4427, -1.7451], [-0.2536, -2.1856, -0.0278], [-0.4694, -3.9291, 0.2319], [-2.7022, -2.8252, 0.2990], [-2.5679, -3.8468, -1.1206], [-1.7490, -1.1002, -3.5453], [0.1145, 1.4480, -3.1716], [0.4792, 3.2208, -1.4455], [2.7676, 4.9000, 2.0997], [1.3595, 4.2927, 2.9719], [2.9866, 3.9942, 3.6062]],
  "forces_ev_per_angstrom": [[-0.047, -0.341, -0.333], [0.210, -0.012, 0.419], [-0.114, -0.029, -0.009], [0.053, 0.071, -0.148], [-0.182, 0.066, -0.210], [-0.077, -0.054, -0.291], [0.182, -0.012, 0.166], [0.075, 0.124, -0.019], [-0.029, -0.471, -0.624], [0.067, -0.020, 0.042], [0.075, 0.095, 0.148], [0.031, 0.005, 0.087], [0.114, -0.106, 0.083], [0.070, -0.289, 0.065], [-0.260, 0.253, 0.211], [-0.086, 0.051, 0.309], [0.696, 0.548, -0.319], [-0.539, 0.468, -0.182], [0.021, 0.072, 0.041], [0.083, -0.133, -0.305], [-0.211, -0.314, 0.079], [-0.142, 0.192, -0.310], [0.099, -0.004, 0.493], [0.017, -0.053, -0.136], [-0.112, 0.446, -0.024], [0.287, -0.846, -0.252], [-0.454, 0.323, -0.257], [-0.220, 0.474, 0.273], [0.622, -0.540, 0.393], [-0.347, 0.354, -0.245], [-0.079, 0.162, 0.077], [0.139, -0.048, 0.197], [0.001, -0.160, -0.206], [-0.123, -0.058, 0.170], [0.141, 0.013, -0.066], [0.081, 0.026, 0.001], [0.107, 0.219, 0.133], [-0.099, -0.234, -0.231], [0.397, -0.205, 0.469], [0.061, 0.039, 0.002], [-0.083, -0.226, 0.092], [0.067, -0.018, 0.063], [0.038, 0.015, 0.036], [-0.064, -0.072, -0.021], [-0.080, -0.018, 0.060], [-0.261, -0.133, 0.009], [-0.089, 0.099, -0.060], [-0.052, 0.122, -0.031], [0.056, 0.110, -0.016], [-0.100, 0.040, 0.072], [0.062, 0.009, 0.106]],
  "charge": 0,
  "homo_ha": -0.3154,
  "fmax_ev_per_a": 0.94,
  "e_lumo_ha": 0.02025,
  "de_lowest_kcal_mol": 60.3,
  "total_energy_ha": -1622.30351,
  "homo_lumo_gap_ev": 9.13
}

=====

Record 3
{
  "formula": "C19H24N2O5S2",
  "method": "the ωB97M-V functional and the def2-TZVPD basis",
  "elements": ["C", "H", "H", "H", "O", "C", "C", "C", "C", "C", "C", "H", "H", "O", "C", "H", "H", "H", "N", "S", "O", "O", "C", "H", "H", "H", "C", "H", "H", "C", "O", "N", "H", "C", "C", "H", "H", "S", "C", "C", "C", "C", "C", "C", "H", "H", "H", "H", "H", "H", "H", "H"],
  "coordinates": [[-2.3903, -3.3558, 1.0515], [-2.9212, -4.2460, 0.8716], [-2.3534, -2.8696, 1.9568], [-2.7176, -2.6249, 0.2299], [-1.1084, -3.9782, 0.5182], [-0.1765, -2.9854, 0.7597], [-0.3646, -1.6910, 1.2317], [0.7908, -0.6794, 0.9525], [2.0333, -1.1525, 0.6572], [2.2636, -2.5492, 0.3514], [1.0823, -3.1574, 0.3574], [1.1506, -4.2904, -0.0598], [3.2181, -3.0661, -0.0251], [3.1690, -0.2273, 0.9350], [4.2047, -0.4748, -0.1453], [4.7474, -1.3775, 0.3275], [4.8688, 0.2678, 0.1532], [3.8001, -0.5558, -0.9598], [0.7437, 0.7600, 1.3468], [1.3080, 1.9009, 0.6217], [0.3218, 2.9192, 0.3215], [1.7042, 1.4308, -0.5771], [2.6822, 2.6235, 1.5729], [3.1909, 1.7276, 2.0831], [3.2950, 3.2984, 0.6291], [2.3299, 3.1273, 2.2943], [-0.2609, 0.8489, 2.4655], [0.0033, 2.2244, 2.7126], [-0.1999, 0.3433, 3.4429], [-1.7278, 0.9374, 2.1517], [-2.5572, 0.4318, 2.6615], [-2.0872, 1.6956, 0.8817], [-1.2824, 2.3136, 0.6062], [-3.3880, 1.6265, 0.3878], [-3.3216, 1.4393, -1.0871], [-2.5749, 2.4250, -1.5174], [-4.2516, 1.5946, -1.7106], [-2.6862, -0.1636, -1.1943], [-1.0966, 0.0268, -2.1837], [-0.4268, -1.0490, -2.1182], [1.0193, -1.2522, -2.6366], [1.2915, 0.0506, -3.1455], [0.5594, 1.0808, -3.3589], [-0.6458, 0.9906, -2.7781], [-1.2818, 2.1029, -2.9098], [1.1845, 1.9622, -3.8615], [2.4927, -0.1241, -3.7952], [1.6596, -2.2275, -2.7493], [-0.6768, -1.9847, -1.8702], [-4.0983, 1.0515, 0.9526], [-3.8074, 2.7809, 0.5337], [-1.2200, -1.1392, 1.2768]],
  "forces_ev_per_angstrom": [[0.495, -1.271, -5.829], [-1.810, -0.643, 0.953], [0.308, 0.394, 2.265], [0.402, -0.785, 1.346], [0.063, 3.470, 2.394], [-1.525, 2.341, 0.437], [3.907, 2.577, -2.287], [-0.681, -1.748, 1.167], [3.791, 0.663, 1.303], [0.825, 3.000, -0.311], [2.217, -8.829, -2.844], [0.028, 2.280, 0.856], [-1.714, 1.216, 0.832], [-1.864, -2.677, -2.526], [3.370, -1.397, 13.043], [-0.769, 0.729, -1.712], [1.233, 1.815, -0.908], [-3.881, -0.600, -9.054], [-5.936, -9.523, 6.341], [0.492, 8.468, -0.502], [-0.414, 1.398, 2.285], [4.217, -3.412, -6.602], [3.508, -3.991, -7.185], [-0.103, 1.421, -1.479], [-1.668, -2.202, 3.396], [-2.633, 4.597, 5.027], [1.616, 6.974, 0.723], [-1.162, -3.975, 0.040], [1.052, -0.312, -0.847], [6.322, 6.896, -10.717], [-8.734, -6.325, 7.454], [4.400, -1.625, 4.345], [-1.687, -0.425, -0.510], [-1.840, 6.255, 0.372], [0.469, 3.570, -2.292], [-1.835, -3.320, 1.132], [0.758, -0.287, 1.083], [1.677, -1.079, -2.399], [-8.090, -4.159, 5.961], [9.387, -6.953, -1.761], [-4.391, 3.339, 0.353], [10.011, -8.565, -2.775], [1.583, 4.916, -1.805], [-0.883, 14.809, -5.320], [1.436, -3.376, 0.618], [-2.485, -1.570, 1.111], [-3.306, 1.415, 1.938], [-1.620, 2.305, 0.522], [-2.328, -3.029, 1.803], [0.207, -0.784, 0.179], [0.263, -2.539, -0.284], [-2.676, 0.552, 0.671]],
  "charge": 0,
  "homo_ha": -0.2977,
  "fmax_ev_per_a": 15.76,
  "e_lumo_ha": 0.01251,
  "de_lowest_kcal_mol": 438.7,
  "total_energy_ha": -2019.86058,
  "homo_lumo_gap_ev": 8.44
}

=====

Record 4
{
  "formula": "C19H24N2O6",
  "method": "the ωB97M-V functional and the def2-TZVPD basis",
  "elements": ["C", "C", "H", "H", "O", "C", "O", "C", "C", "N", "C", "O", "N", "H", "C", "C", "C", "C", "C", "C", "C", "H", "H", "O", "C", "H", "H", "H", "H", "H", "H", "C", "H", "H", "C", "H", "H", "C", "C", "O", "O", "H", "H", "H", "C", "H", "H", "H", "H", "H", "H"],
  "coordinates": [[-5.9773, -0.1151, -1.3949], [-4.6979, 0.5000, -1.9441], [-4.6959, 1.5809, -1.7713], [-4.5855, 0.2925, -3.0106], [-3.5373, -0.0677, -1.3364], [-3.1816, 0.4345, -0.1369], [-3.7946, 1.3420, 0.3853], [-1.9972, -0.1676, 0.4742], [-1.3044, -1.2758, 0.1143], [-0.3037, -1.7287, 0.9534], [-0.3393, -1.4654, 2.3295], [0.2668, -2.1539, 3.1236], [-1.1451, -0.4394, 2.6784], [-1.1639, -0.2022, 3.6579], [-1.4842, 0.5678, 1.7017], [-0.2975, 1.4214, 1.2791], [0.9885, 1.1973, 1.7408], [2.0694, 1.8978, 1.2285], [1.8740, 2.8504, 0.2372], [0.5711, 3.1228, -0.1879], [-0.4933, 2.4155, 0.3234], [-1.4938, 2.6258, -0.0222], [0.4245, 3.8864, -0.9354], [2.8640, 3.5588, -0.3663], [4.1998, 3.2111, -0.0759], [4.4571, 3.4454, 0.9622], [4.3848, 2.1507, -0.2701], [4.8119, 3.8185, -0.7410], [3.0567, 1.6771, 1.6007], [1.1760, 0.4647, 2.5123], [-2.2832, 1.2011, 2.0986], [0.8072, -2.5305, 0.4827], [1.2365, -3.0086, 1.3671], [0.4740, -3.3092, -0.2045], [1.8503, -1.6263, -0.1811], [1.4222, -1.1488, -1.0650], [2.1227, -0.8301, 0.5128], [3.1116, -2.3910, -0.5665], [4.2222, -1.4564, -0.9764], [4.3325, -0.3051, -0.6507], [5.1191, -2.0709, -1.7560], [5.8423, -1.4678, -1.9910], [3.4784, -2.9565, 0.2951], [2.9342, -3.0999, -1.3760], [-1.5661, -2.1086, -1.0992], [-1.6083, -3.1627, -0.8293], [-0.7746, -1.9690, -1.8337], [-2.5045, -1.8202, -1.5544], [-6.8339, 0.2949, -1.9221], [-5.9633, -1.1951, -1.5231], [-6.0713, 0.1148, -0.3367]],
  "forces_ev_per_angstrom": [[0.410, 0.073, -0.006], [-0.485, 0.282, -0.069], [0.029, -0.173, -0.125], [0.015, 0.052, 0.126], [0.184, -0.069, 0.109], [-0.214, 0.006, -0.154], [0.038, -0.020, -0.085], [0.240, -0.135, 0.319], [-0.646, 0.415, -0.245], [-0.076, 0.018, 0.233], [-0.227, -0.196, 0.112], [0.343, -0.071, 0.294], [-0.198, 0.240, 0.221], [0.098, -0.143, -0.052], [-0.056, 0.030, -0.311], [0.085, -0.010, 0.229], [-0.301, 0.085, 0.023], [0.302, 0.246, -0.154], [-0.120, -0.114, 0.090], [0.150, 0.047, -0.046], [0.150, 0.020, 0.032], [-0.139, 0.061, -0.086], [-0.018, 0.096, -0.101], [-0.322, 0.089, -0.054], [0.217, -0.089, 0.040], [-0.011, -0.013, -0.027], [-0.003, 0.057, 0.024], [0.001, -0.049, 0.071], [0.124, -0.013, -0.009], [0.017, -0.070, 0.062], [0.142, -0.201, -0.050], [0.515, -0.001, -0.136], [-0.105, -0.008, -0.196], [-0.055, 0.005, 0.079], [0.105, -0.254, 0.114], [-0.015, 0.100, -0.007], [-0.058, -0.028, -0.077], [-0.183, 0.223, -0.012], [-0.034, 0.097, 0.063], [-0.036, 0.159, 0.084], [0.347, -0.475, -0.380], [-0.243, 0.115, 0.204], [0.050, -0.070, -0.035], [0.043, -0.060, 0.048], [-0.095, -0.034, -0.025], [0.051, -0.060, -0.001], [0.102, -0.045, -0.091], [0.113, -0.065, -0.015], [-0.123, 0.024, -0.054], [-0.049, -0.089, -0.032], [-0.060, 0.011, 0.055]],
  "charge": 0,
  "homo_ha": -0.3000,
  "fmax_ev_per_a": 0.81,
  "e_lumo_ha": 0.01927,
  "de_lowest_kcal_mol": 17.3,
  "total_energy_ha": -1299.42626,
  "homo_lumo_gap_ev": 8.69
}